{"formula": "C34H77F2N4O15S", "method": "wB97M-V/def2-TZVPD", "species": ["S", "F", "F", "O", "O", "O", "O", "O", "O", "O", "O", "O", "O", "O", "O", "O", "O", "O", "N", "N", "N", "N", "C", "C", "C", "C", "C", "C", "C", "C", "C", "C", "C", "C", "C", "C", "C", "C", "C", "C", "C", "C", "C", "C", "C", "C", "C", "C", "C", "C", "C", "C", "C", "C", "C", "C", "H", "H", "H", "H", "H", "H", "H", "H", "H", "H", "H", "H", "H", "H", "H", "H", "H", "H", "H", "H", "H", "H", "H", "H", "H", "H", "H", "H", "H", "H", "H", "H", "H", "H", "H", "H", "H", "H", "H", "H", "H", "H", "H", "H", "H", "H", "H", "H", "H", "H", "H", "H", "H", "H", "H", "H", "H", "H", "H", "H", "H", "H", "H", "H", "H", "H", "H", "H", "H", "H", "H", "H", "H", "H", "H", "H", "H"], "coordinates": [[-1.09692, -5.07514, 0.83523], [3.89067, -3.06509, -2.00915], [0.37813, -0.08424, -1.03694], [8.08408, 0.24808, -2.25322], [-8.41001, -2.53812, -0.73335], [-5.53558, -4.63765, 2.31440], [-3.10611, 4.42387, -2.50663], [0.43384, 3.00991, 5.14560], [7.29540, 0.02294, -6.36977], [2.75815, 4.84516, 1.69355], [4.39920, 3.86114, 4.19778], [-2.15602, -1.56630, -0.58218], [3.13349, 0.21923, 4.36549], [-11.27067, -2.66044, -3.82325], [2.64723, -2.57153, -3.87966], [0.61507, -0.50899, -3.28849], [-4.33347, 1.14092, 4.88762], [3.01184, 6.69151, -1.39316], [0.99098, -2.62644, 1.22111], [-1.15252, -3.36396, 0.52372], [1.53482, -2.17077, -1.73604], [0.81572, -3.18691, -1.18096], [3.20285, 2.49345, -1.17961], [2.74410, 1.52925, -0.02841], [-1.66634, -3.73702, -1.92572], [8.18436, -0.84894, -7.05071], [-1.75774, 4.40011, -2.94628], [-3.44560, 0.42192, -1.30564], [-3.53880, -3.69550, -0.05548], [2.65346, -2.56569, -2.60369], [0.83614, -0.95165, -2.11698], [5.00198, 0.60370, -1.88423], [-3.18024, 1.02624, 5.70723], [2.74174, -0.73999, 1.47430], [-2.14216, -3.00163, -0.58554], [-1.51670, -0.28050, 2.89165], [-8.24483, -2.84026, -2.11083], [0.37966, -2.50442, 2.60940], [-4.88709, -2.96189, -0.53680], [1.61278, 5.54707, 2.14903], [-11.10498, -2.96344, -5.19989], [0.25889, -3.01799, 0.14349], [3.85820, 6.27244, -2.45207], [4.34853, 2.01275, -2.15513], [4.16935, -0.00643, 5.31025], [-5.99559, -3.76944, 3.33901], [-0.08619, -3.79611, -2.20566], [2.45979, -2.31703, 1.17182], [-2.64297, -0.93296, -1.77777], [4.53648, -0.37892, -0.70391], [5.63050, 3.51944, 4.81677], [-2.57110, 1.36129, -0.31368], [-0.05455, 4.22114, 5.70301], [3.36241, 0.07501, 0.24031], [-0.56322, -1.18076, 2.73542], [8.92865, -0.17343, -3.31416], [-1.49637, -5.30380, 2.15443], [-5.07770, 0.78004, 5.38936], [-10.55512, -3.90113, -5.29117], [1.30594, 5.15668, 3.12282], [-3.54954, -3.63905, 1.11142], [6.58328, 0.24255, -6.98654], [-1.66132, 4.98613, -3.86360], [-0.14542, -3.46308, 2.95679], [-2.18294, -3.36362, -2.90479], [-1.66334, 0.84344, 0.16299], [-2.32147, 1.42662, 5.16624], [-3.00122, -0.02602, 5.94286], [0.22327, -4.92056, -2.29138], [3.79976, 5.18612, -2.55997], [-5.74833, -3.33869, 0.15536], [-3.42569, -1.55282, -2.38591], [-9.22362, -2.94724, -2.58370], [8.59050, -0.34541, -7.93146], [4.88733, 6.57270, -2.23969], [0.80237, 5.40592, 1.43235], [-2.55196, 0.24757, 2.92617], [-12.08407, -3.07096, -5.67298], [2.92146, -2.88079, 2.08718], [-3.63793, -4.79934, -0.42306], [3.52780, 6.74535, -3.37790], [-3.33408, 5.34890, -2.33868], [3.89054, 3.04235, 4.10444], [-5.15071, -3.19293, 3.71898], [-3.57043, 1.03706, -2.29248], [-0.04911, 5.00391, 4.94070], [3.01402, -2.72838, 0.25583], [-1.46826, 3.36702, -3.14505], [-3.25512, 1.74761, 0.53875], [5.85833, 0.24385, -2.58175], [5.08543, -0.26448, 4.77685], [3.32701, 6.25791, -0.58637], [-4.77848, -1.83856, -0.30880], [-5.21406, -3.17774, -1.61717], [-2.15822, 2.32222, -0.83072], [5.43778, 3.08059, 5.79889], [-1.11155, 4.81403, -2.16786], [-6.30254, -5.13488, 1.99649], [-1.07614, 4.06402, 6.05163], [3.89063, -0.83077, 5.97111], [4.67692, 2.68778, -3.02673], [1.87803, 1.91110, 0.65224], [-6.42732, -4.35737, 4.15264], [7.65251, -1.75531, -7.35070], [-3.32549, 1.59651, 6.62805], [-7.69450, -3.77794, -2.20394], [-6.74583, -3.08656, 2.93265], [-8.89906, -1.70521, -0.68073], [2.67220, 3.52237, -1.30989], [-1.86647, -0.57285, -2.53941], [6.17051, 2.80747, 4.18770], [3.52562, -0.67692, 2.33650], [2.33586, 0.44592, 4.86641], [8.40070, -0.18428, -1.44775], [-7.68042, -2.03936, -2.59622], [0.57430, 4.51580, 6.54669], [8.59601, 0.29872, -4.23946], [4.33365, 0.90223, 5.89433], [-10.54052, -2.16426, -5.68699], [1.33833, 3.17901, 4.84596], [3.45958, 4.98826, 2.34840], [5.00701, -1.40929, -0.53068], [1.82195, -0.16199, 1.84728], [-2.02921, -4.84605, -1.84876], [0.08476, -3.37526, -3.28139], [9.95847, 0.12660, -3.10455], [8.86949, -1.25976, -3.42050], [1.84274, 6.61240, 2.22956], [9.00129, -1.11558, -6.37861], [-4.51142, 0.20644, -0.93659], [1.23334, -2.31596, 3.38394], [6.22976, 4.42284, 4.93606], [-11.75965, -1.82725, -3.77176]], "homo_lumo_gap_ev": 6.78, "total_charge": 1, "lumo_energy_ev": -3.41, "homo_energy_ev": -10.2}

---

{"formula": "C48H99Br2ClIN6O11PS2", "method": "wB97M-V/def2-TZVPD", "species": ["I", "Br", "Br", "Cl", "S", "S", "P", "O", "O", "O", "O", "O", "O", "O", "O", "O", "O", "O", "N", "N", "N", "N", "N", "N", "C", "C", "C", "C", "C", "C", "C", "C", "C", "C", "C", "C", "C", "C", "C", "C", "C", "C", "C", "C", "C", "C", "C", "C", "C", "C", "C", "C", "C", "C", "C", "C", "C", "C", "C", "C", "C", "C", "C", "C", "C", "C", "C", "C", "C", "C", "C", "C", "H", "H", "H", "H", "H", "H", "H", "H", "H", "H", "H", "H", "H", "H", "H", "H", "H", "H", "H", "H", "H", "H", "H", "H", "H", "H", "H", "H", "H", "H", "H", "H", "H", "H", "H", "H", "H", "H", "H", "H", "H", "H", "H", "H", "H", "H", "H", "H", "H", "H", "H", "H", "H", "H", "H", "H", "H", "H", "H", "H", "H", "H", "H", "H", "H", "H", "H", "H", "H", "H", "H", "H", "H", "H", "H", "H", "H", "H", "H", "H", "H", "H", "H", "H", "H", "H", "H", "H", "H", "H", "H", "H", "H", "H", "H", "H", "H", "H", "H"], "coordinates": [[-6.17948, -6.75393, 5.78249], [0.24245, -3.90983, 4.92793], [-6.43561, -1.93370, 2.08270], [3.61117, 0.75816, 1.30786], [-3.84128, 0.25315, 7.04126], [2.00407, 0.48053, 0.07772], [-2.93555, -1.40262, 6.61071], [0.85725, 1.09124, 0.67066], [3.10589, 2.10358, -5.52819], [-3.06524, -5.43059, 3.88014], [2.37536, 1.01801, -1.19307], [-8.02012, -11.45163, 1.67722], [8.96214, 1.50254, 1.24493], [-4.76744, 0.16512, 3.70770], [-0.89091, -0.70229, 4.57475], [-2.72109, -5.45162, 6.07851], [6.48835, 7.45275, -6.91757], [5.85408, 3.57471, -12.20122], [6.74717, 8.99737, -4.49967], [-2.43730, -3.42996, 5.01990], [6.91644, -0.03398, 2.55816], [5.64893, 1.01146, -6.31706], [-7.34482, -10.49384, 4.31027], [6.75556, 4.48800, -9.62630], [-2.78929, -4.94430, 4.96519], [-6.09423, 4.05639, 2.95035], [-5.89222, -4.68969, 6.19541], [-3.36984, -0.05603, 3.65732], [-5.65031, -3.85167, 4.91859], [1.04404, 0.75170, 4.51326], [6.05556, 5.40351, -10.53229], [0.52056, -0.67549, 4.77918], [4.12961, 2.95606, -5.99923], [-4.62273, 2.25307, 2.44135], [0.35858, -1.74490, 0.15893], [5.58623, 8.12617, -4.70143], [1.80324, -1.28742, -0.11976], [-3.46484, -2.31604, 4.98914], [6.14415, 4.94344, -11.99463], [8.17302, 0.59318, 0.50437], [-8.13282, 0.45569, 4.59894], [4.47749, 3.25626, -12.28659], [-0.90071, -1.25064, 2.27976], [-7.76175, -10.07657, 1.89247], [-4.37712, 4.33317, 1.07413], [4.62626, 5.58865, -10.03284], [-9.38081, -11.78452, 1.48045], [10.29238, 1.08541, 1.49202], [-1.43952, -1.65974, 3.68782], [-1.32386, -3.15779, 4.03827], [-3.00788, -1.52333, 3.71938], [-7.97730, -9.59926, 3.33624], [-6.22375, 1.96094, 4.20912], [-5.16466, 1.45417, 3.44005], [-3.56779, -2.41728, 2.53607], [-6.90990, 1.13850, 5.27488], [5.33876, 7.83275, -6.18913], [5.75865, 6.87008, -3.85241], [-5.05890, 3.54841, 2.17201], [6.08813, 2.47414, -4.42053], [0.16607, -2.16380, 1.66196], [-7.45528, 1.96854, 6.44272], [-4.94711, -2.52572, 5.29011], [7.55007, -0.53857, 1.33560], [6.84575, 6.08392, -6.79939], [5.55227, 2.39675, -5.84680], [-4.45067, -2.54246, 0.22426], [-4.56201, -1.77048, 1.55491], [-6.65430, 3.25663, 3.94124], [-9.44530, -9.42240, 3.70905], [8.53835, -1.63815, 1.71060], [2.87717, 2.15906, -4.12952], [-5.05654, -4.57715, 6.88261], [5.52353, 5.57127, -12.64728], [-7.66675, -11.43800, 4.11429], [2.03423, -1.52365, -1.15640], [4.70158, 8.65158, -4.32895], [-9.52973, -8.84086, 4.62728], [4.62694, 6.15878, -9.10260], [7.16760, 2.32054, -4.41769], [-6.34603, -10.53210, 4.12573], [7.73528, 4.44064, -9.89463], [5.96760, 5.43856, -6.70938], [4.91843, 0.48033, -5.84998], [-7.50048, -8.62039, 3.42268], [6.73851, 6.41293, -3.98743], [-9.99014, -8.89073, 2.92598], [-3.84985, 3.62872, 0.43298], [4.98933, 8.75615, -6.66031], [9.14530, -1.93230, 0.85213], [-8.28541, 2.58406, 6.10208], [-8.33163, -9.46325, 1.18173], [6.58954, 9.87729, -4.98268], [-0.11728, -3.21427, 1.63050], [5.38696, 0.97583, -7.29830], [-1.52996, -1.36724, 6.66500], [7.35755, 1.19069, 0.08677], [-2.92040, 0.52618, 4.46075], [-2.92480, 0.33603, 2.73797], [7.60365, 0.53701, 3.04355], [5.66395, 7.11657, -2.79476], [6.41055, 3.54848, -9.80784], [-1.36732, -3.74599, 3.13392], [8.74010, 0.19571, -0.34755], [-5.49946, -1.71474, 4.81928], [-6.63430, -3.61923, 4.52020], [-7.84074, -0.02166, 3.66591], [6.54830, 6.37887, -10.47362], [1.84223, 1.87130, -3.94853], [-3.51463, -2.23652, -0.25180], [7.17813, 5.07329, -12.32544], [-4.32366, -0.74061, 1.30778], [4.99566, 6.12489, -4.09110], [1.86798, 0.74204, 3.80381], [-6.76167, -4.28323, 6.70844], [-8.89398, 1.21750, 4.42954], [3.51311, 1.44677, -3.60218], [-9.91782, -10.99683, 0.94413], [4.53858, 7.09029, -6.31818], [4.06016, 3.04276, -11.29946], [-6.70495, -9.93940, 1.64840], [7.38709, 5.79871, -7.69409], [-9.94323, -10.37559, 3.88709], [0.69906, -0.86772, 5.84011], [-0.35070, -0.97347, -0.12539], [5.65443, 1.71043, -3.77483], [8.00262, -2.52170, 2.05791], [-9.87750, -11.99196, 2.43128], [0.24185, -2.62748, -0.46711], [0.22935, 1.37515, 4.15123], [-3.59488, 4.93344, 1.54258], [-6.43440, 5.07041, 2.78512], [4.02175, 6.13601, -10.75858], [-6.30182, 0.32782, 5.66534], [9.20696, -1.33385, 2.51530], [10.90031, 1.98086, 1.61861], [4.13535, 4.63727, -9.82579], [-4.01994, -3.33809, 2.89818], [4.38492, 2.35193, -12.88767], [-5.14682, -2.37394, 6.35315], [-5.06870, 4.94049, 0.49957], [7.53049, 8.58158, -4.99696], [10.35852, 0.50604, 2.41595], [-8.54906, -0.32359, 5.24098], [3.03256, 3.16575, -3.73131], [1.39203, 1.19109, 5.44515], [-1.92940, -3.38151, 5.90592], [10.69682, 0.50481, 0.65818], [6.20602, 3.01217, -6.47261], [-1.71244, -1.24637, 1.55185], [-0.56722, -0.21688, 2.29920], [-3.31463, -2.37504, 7.56303], [1.15121, -2.06648, 2.11297], [-5.14188, -4.49261, 4.20338], [-3.82732, 1.84425, 1.82680], [7.51503, 5.93661, -5.94600], [2.53034, -1.84127, 0.46973], [-9.41462, -12.69608, 0.88352], [4.04316, 3.95175, -5.54167], [-6.66320, 2.58856, 6.86312], [-2.75777, -2.74834, 1.88991], [-5.24024, -2.18736, -0.43449], [5.88962, 3.45253, -3.97696], [-7.83996, 1.31673, 7.22647], [6.77222, -0.99733, 0.71675], [6.19058, 0.62759, 2.29862], [-7.46153, 3.68739, 4.51574], [3.90549, 4.05449, -12.76788], [1.09105, -1.42543, 4.24235], [-4.51295, -3.61603, 0.37645], [3.93260, 3.08437, -7.06805]], "homo_lumo_gap_ev": 8.11, "lumo_energy_ev": -0.42, "homo_energy_ev": -8.5}

---

{"formula": "C20H30ClCoO2", "method": "wB97M-V/def2-TZVPD", "species": ["Co", "Cl", "O", "O", "C", "C", "C", "C", "C", "C", "C", "C", "C", "C", "C", "C", "C", "C", "C", "C", "C", "C", "C", "C", "H", "H", "H", "H", "H", "H", "H", "H", "H", "H", "H", "H", "H", "H", "H", "H", "H", "H", "H", "H", "H", "H", "H", "H", "H", "H", "H", "H", "H", "H"], "coordinates": [[0.11518, -1.96434, 1.76613], [1.99950, -2.09724, 4.01509], [-0.46853, 1.23504, -2.03179], [2.05825, 1.56270, -0.58673], [-0.97023, 1.85858, -0.80774], [3.15287, 1.70176, 0.33072], [-2.33302, 2.18527, -1.41564], [-2.48270, -0.16145, -2.42638], [4.06456, 2.90132, -0.03215], [-0.27265, -4.03498, 1.47599], [-0.44334, -2.85618, -0.51316], [1.05124, -3.53563, 1.14534], [-1.15367, -3.66547, 0.40122], [-2.71139, -2.38201, 2.98286], [1.75663, -1.28316, 2.48018], [3.49821, 3.45334, -1.35600], [-1.81914, 1.20197, -2.54019], [-1.92339, -0.44234, 2.03106], [-0.95158, -0.85213, 3.03517], [-2.99156, -1.35885, 2.05494], [-1.43115, -2.15679, 3.54065], [2.26011, 2.57666, -1.63703], [-1.73031, 1.68809, -3.97994], [0.89278, -2.68411, -0.03688], [-1.38673, 2.73164, -3.96418], [-0.98486, -2.71995, 4.36185], [-2.17306, -4.00018, 0.27764], [-1.80059, -0.98255, -2.68610], [2.64310, -1.48817, 1.88585], [-2.69056, 1.59050, -4.50069], [5.10238, 2.55447, -0.12335], [1.66549, -0.21239, 2.65856], [-3.41195, -3.16344, 3.28478], [1.97395, -3.86871, 1.57921], [3.74490, 0.76649, 0.32495], [-0.35257, 2.72166, -0.56085], [-3.21474, 1.87946, -0.84536], [-0.80586, -2.53106, -1.47672], [-0.98444, 1.13256, 0.02458], [4.22565, 3.36417, -2.16891], [-3.93343, -1.23927, 1.52123], [1.69079, -2.15752, -0.55473], [-0.28736, -0.16536, 3.55671], [-0.48474, -4.70506, 2.29101], [3.22513, 4.51299, -1.27438], [4.04046, 3.67039, 0.75279], [-1.87420, 0.50188, 1.48294], [-2.80820, -0.28322, -1.37983], [1.36648, 3.22081, -1.70160], [-0.98316, 1.06106, -4.49256], [2.36004, 2.06001, -2.60681], [-3.35862, -0.20765, -3.10326], [-2.40034, 3.21080, -1.79521], [2.73039, 1.85560, 1.33674]], "spin_multiplicity": 4, "homo_lumo_gap_ev": [4.88, 6.31], "s_squared": 3.774, "de_lowest_kj_mol": 61.3, "total_charge": -1, "lumo_energy_ev": [2.72, 2.72], "homo_energy_ev": [-2.2, -3.6]}